An isolated molecule of C21H13N5O3S. Source: OMol25; level of theory: the ωB97M-V functional and the def2-TZVPD basis.

E: -1705.7859 Eh
ΔE to the lowest compared entry with this formula, charge and spin: 47.2 kJ/mol
LUMO level: -0.0063 Eh
HOMO-LUMO gap: 8.4 eV
SMILES: O=C(O)c1cccc(-c2cn3cccc(C(=O)Nc4nc5ccccc5s4)c3n2)n1
HOMO: -8.573 eV

The geometry in XYZ format:
```
43
Properties=species:S:1:pos:R:3:forces:R:3
O -5.016 -4.871 0.889 0.073 -0.608 -0.490
C -3.903 -4.594 0.513 -0.810 -1.085 0.008
O -3.193 -5.363 -0.378 0.120 1.342 0.918
C -3.317 -3.344 1.053 1.882 2.060 -0.307
C -4.155 -2.366 1.618 -0.743 0.127 0.679
C -3.612 -1.138 2.033 -0.428 -0.934 -0.079
C -2.278 -0.944 1.810 1.596 1.431 0.100
C -1.443 -1.907 1.215 -1.705 -0.600 0.264
C -0.015 -1.610 0.919 1.071 0.126 0.319
C 0.813 -2.389 0.157 -0.468 -0.089 -0.511
N 2.036 -1.746 0.092 0.335 -0.897 -1.168
C 3.147 -2.010 -0.736 1.529 0.897 0.940
C 4.273 -1.209 -0.583 -1.775 0.181 0.331
C 4.267 -0.034 0.296 -0.798 -0.974 0.060
C 3.135 0.273 0.998 -1.591 -1.565 -1.020
C 3.130 1.505 1.802 2.354 1.100 2.339
O 3.985 1.723 2.673 -0.457 -1.295 -0.847
N 2.297 2.558 1.640 -2.019 1.488 -0.834
C 1.512 2.911 0.557 0.480 -0.496 0.037
N 1.522 2.278 -0.565 0.574 0.089 1.723
C 0.620 2.856 -1.391 -0.538 0.018 -0.535
C 0.354 2.361 -2.635 -0.590 -0.835 -1.684
C -0.619 2.941 -3.436 -0.227 0.621 0.819
C -1.320 4.066 -2.964 0.578 -0.107 0.027
C -1.026 4.595 -1.705 -0.616 -0.012 -0.681
C -0.083 3.950 -0.918 -0.218 1.212 0.480
S 0.480 4.349 0.711 -0.010 -0.888 -0.717
C 1.917 -0.624 0.880 1.617 1.757 0.123
N 0.718 -0.496 1.391 -0.871 -0.660 -0.099
N -1.995 -3.105 0.873 0.459 0.550 -0.233
H -3.688 -6.160 -0.606 -0.371 0.161 0.264
H -5.228 -2.518 1.821 0.736 -0.332 -0.453
H -4.213 -0.362 2.544 0.330 -0.660 -0.524
H -1.829 0.025 2.085 -0.110 -0.560 -0.141
H 0.551 -3.284 -0.396 0.343 0.174 0.126
H 3.171 -2.878 -1.432 -0.514 0.787 0.830
H 5.133 -1.388 -1.200 0.194 -0.174 -0.127
H 5.145 0.608 0.417 -0.308 -0.335 -0.217
H 2.395 3.318 2.316 0.372 -0.778 -0.024
H 0.863 1.455 -2.957 0.029 0.234 0.035
H -0.882 2.534 -4.392 0.090 -0.198 -0.330
H -2.055 4.560 -3.598 0.123 -0.174 0.221
H -1.594 5.473 -1.415 0.285 -0.098 0.377
```
Positions in Å, forces in eV/Å.